1.
Here is a cluster of 2 separate species, C36H40N3 in total from the Open Molecules 2025 dataset. Energies are from ωB97M-V/def2-TZVPD.

Positions of all 79 atoms, in Å:
1 C 4.82424 -3.66088 -2.63460
2 C 5.96984 -2.68303 -2.90391
3 N 5.61980 -1.34638 -2.49890
4 C 6.58912 -0.30272 -2.25747
5 C 5.73639 0.89179 -1.75264
6 C 4.36046 0.33621 -1.61460
7 C 3.16887 0.80521 -1.08559
8 C 1.97939 0.04544 -1.25856
9 C 0.68684 0.74032 -0.93171
10 C -0.61527 0.04493 -1.21241
11 C -1.63649 0.86053 -1.74054
12 C -2.89001 0.32443 -1.95806
13 C -3.05479 -1.05702 -1.78143
14 N -4.30418 -1.44487 -2.12168
15 C -4.75534 -2.80339 -1.97279
16 C -3.57892 -3.77288 -2.12764
17 C -2.32929 -3.38580 -1.31172
18 C -2.05507 -1.91861 -1.31805
19 C -0.85919 -1.31123 -0.92673
20 C -5.15022 -0.31136 -2.43942
21 C -4.18205 0.90098 -2.41129
22 C 2.03486 -1.22035 -1.87146
23 C 3.24274 -1.76528 -2.29963
24 C 4.37050 -0.95654 -2.16278
25 C 3.43529 -3.08568 -2.95197
26 H 4.98468 -4.57529 -3.21091
27 H 4.85941 -3.92782 -1.57040
28 H 6.87161 -2.99007 -2.35041
29 H 6.23142 -2.68955 -3.97599
30 H 7.31992 -0.63335 -1.50208
31 H 7.14140 -0.07253 -3.17946
32 H 6.13224 1.29520 -0.81689
33 H 5.76751 1.69142 -2.50564
34 H 3.13856 1.76651 -0.56042
35 H 0.67318 1.65863 -1.55375
36 H -1.45769 1.91351 -1.95298
37 H -5.23124 -2.94017 -0.98361
38 H -5.52227 -2.98639 -2.73635
39 H -3.91059 -4.77685 -1.84612
40 H -3.29128 -3.80638 -3.18644
41 H -2.43416 -3.74519 -0.27773
42 H -1.46078 -3.91368 -1.72939
43 H -0.09488 -1.90734 -0.42228
44 H -5.62865 -0.43581 -3.42120
45 H -5.95388 -0.20578 -1.69453
46 H -4.54783 1.68142 -1.73020
47 H -4.09247 1.34864 -3.41071
48 H 1.12646 -1.79185 -2.04296
49 H 3.32926 -2.97182 -4.04225
50 H 2.64946 -3.77041 -2.62097
51 C -1.38567 1.42824 6.77864
52 C 0.12332 1.14795 6.67971
53 C 0.46647 1.08780 5.18633
54 N -0.74482 1.49343 4.48273
55 C -0.72078 1.69198 3.15051
56 C 0.39520 1.47681 2.32091
57 C 0.25517 2.21388 1.09017
58 C -1.13911 2.72586 1.09772
59 C -1.73410 2.41406 2.34440
60 C -2.97617 2.95155 2.67680
61 C -3.68862 3.69026 1.72001
62 C -3.11676 3.94473 0.46439
63 C -1.80920 3.52070 0.17041
64 C -1.83971 1.85127 5.37569
65 H -1.91707 0.52181 7.08222
66 H -1.61084 2.20703 7.51075
67 H 0.69569 1.95580 7.14605
68 H 0.39992 0.21455 7.17256
69 H 1.30636 1.76007 4.94638
70 H 0.76872 0.07660 4.87381
71 H 1.26302 0.90771 2.64743
72 H 1.02119 2.93736 0.78193
73 H 0.65187 1.16229 0.13199
74 H -3.38766 2.80282 3.67207
75 H -4.68603 4.06700 1.96046
76 H -3.68154 4.50655 -0.27817
77 H -1.32200 3.81068 -0.76427
78 H -2.77488 1.35400 5.08436
79 H -2.01886 2.93838 5.36328

Cartesian forces, eV/Å:
C -0.068 -0.105 0.389
C 0.146 -0.030 -0.468
N 0.095 -0.081 -0.250
C 0.330 -0.012 0.165
C 0.739 0.549 -0.033
C -1.170 -0.478 0.254
C 0.313 -0.259 -0.433
C 0.256 0.145 0.548
C -0.664 -0.472 -2.739
C 0.418 0.305 0.548
C -0.749 -0.313 -0.031
C 1.147 -0.458 0.405
C 0.262 -0.049 0.118
N -0.111 -0.254 -0.354
C -0.154 0.045 0.308
C 0.140 0.063 -0.294
C -0.079 -0.626 0.480
C 0.139 0.930 -0.011
C -0.239 0.154 -0.219
C -0.322 0.089 -0.022
C -0.593 0.572 -0.466
C 0.260 0.130 0.164
C -0.103 1.054 0.279
C -0.243 -0.293 0.283
C -0.031 -0.347 -0.392
H 0.056 0.082 0.112
H -0.093 -0.028 -0.160
H -0.206 -0.013 -0.148
H -0.010 -0.032 0.195
H -0.077 0.074 -0.150
H -0.062 0.068 0.226
H -0.033 0.035 -0.124
H -0.102 -0.067 0.275
H -0.073 -0.221 -0.314
H -0.006 -0.187 0.585
H 0.098 -0.278 0.019
H 0.049 -0.026 -0.193
H 0.144 -0.140 0.164
H 0.080 0.127 -0.089
H -0.134 0.011 0.139
H -0.009 0.040 -0.134
H -0.195 0.041 0.122
H -0.204 0.163 -0.250
H 0.088 -0.010 0.194
H 0.118 0.004 -0.107
H 0.106 -0.132 -0.177
H -0.054 -0.028 0.232
H 0.246 0.200 0.003
H 0.007 -0.074 0.169
H 0.126 -0.081 -0.114
C -0.108 -0.387 -0.018
C 0.223 0.244 0.057
C 0.464 -0.444 0.166
N 0.017 0.101 -1.559
C 0.430 -0.010 0.388
C 0.320 0.186 0.037
C 0.167 0.219 2.620
C -0.799 0.285 -0.273
C -0.630 0.815 -0.287
C 0.339 -0.367 0.043
C 0.340 -0.049 -0.654
C -0.204 0.014 0.540
C 0.256 -0.360 0.356
C -0.444 0.436 0.384
H 0.054 0.155 -0.019
H 0.025 -0.166 -0.108
H -0.099 -0.185 -0.019
H -0.060 0.167 0.016
H -0.355 -0.115 -0.115
H -0.154 0.239 0.051
H -0.036 0.488 -0.230
H 0.011 -0.786 -0.415
H -0.049 0.154 0.522
H -0.054 0.065 -0.392
H 0.384 -0.118 -0.125
H 0.173 -0.065 0.197
H -0.237 -0.108 0.305
H 0.317 0.065 0.005
H 0.124 -0.262 -0.184

Values from the calculation:
ΔE to the lowest compared entry with this formula, charge and spin ... 29.69 kcal/mol
Kohn-Sham gap ... 4.657 eV
Charge ... +1
E_tot ... -1559.8015 Eh
HOMO ... -8.97 eV

Results of the Löwdin charge analysis, in e, for atoms 1 through 2: -0.16, -0.15



2.
Here is a structure of composition C32H58O23S3 from the Open Molecules 2025 dataset. Energies are from ωB97M-V/def2-TZVPD.

Positions of all 116 atoms, in Å:
1 O 0.79415 1.07910 0.50116
2 C 0.66248 0.01207 -0.49092
3 C -0.27241 -1.28904 -0.36674
4 O -0.40481 -2.27684 0.62316
5 H 1.62773 -0.22992 -0.93570
6 H 0.34127 0.47604 -1.42348
7 H 0.19454 -1.77442 -1.22375
8 H -1.28171 -0.99729 -0.65707
9 C -2.28036 -0.35510 2.75283
10 C -2.04923 0.83202 1.86553
11 C -2.22268 0.58007 0.37881
12 O -3.46735 1.25501 0.03821
13 C -3.94740 1.77136 1.13614
14 O -5.10603 2.26995 1.23374
15 O -3.02055 1.80060 2.07540
16 H -3.23214 -0.80356 2.46806
17 H -2.42831 -0.04458 3.78714
18 H -1.60521 -1.20490 2.85342
19 H -1.07265 1.22747 2.14482
20 H -2.29897 -0.48771 0.17361
21 H -1.36659 0.98606 -0.16007
22 C 2.55944 -4.47139 -0.27828
23 C 1.78559 -3.38935 -0.99334
24 C 2.52375 -2.01817 -1.06344
25 O 2.13950 -1.58795 -2.36405
26 C 1.79552 -2.57186 -3.14469
27 O 1.79546 -2.56022 -4.39319
28 O 1.53342 -3.67059 -2.38616
29 H 2.02193 -5.41933 -0.25377
30 H 2.71543 -4.31803 0.78954
31 H 3.48632 -4.68015 -0.81252
32 H 0.89155 -3.13877 -0.42239
33 H 3.60341 -2.00637 -0.91412
34 H 2.21640 -1.30890 -0.29495
35 C 1.28204 0.69226 -2.89248
36 C 1.23702 2.25603 -2.97177
37 C 0.71856 2.91157 -1.77637
38 O 1.54479 4.05517 -1.48580
39 C 2.58866 4.02642 -2.43140
40 O 3.52282 4.85131 -2.51146
41 O 2.47798 2.93243 -3.15417
42 H 1.93864 0.41615 -2.06741
43 H 1.58997 0.25445 -3.84200
44 H 0.28962 0.33979 -2.61145
45 H 0.65835 2.41403 -3.88187
46 H 0.79276 2.22736 -0.93113
47 H -0.27788 3.27427 -2.02869
48 C -1.33161 3.34158 2.64640
49 C -0.63874 3.55947 1.36536
50 C -1.14408 2.61651 0.29183
51 O -1.12580 3.55254 -0.81012
52 C -1.43248 4.68678 -0.37172
53 O -1.89542 5.54671 -1.13852
54 O -1.20961 4.74491 0.93875
55 H -2.42107 3.33741 2.68026
56 H -1.05110 4.11444 3.36201
57 H -1.13322 2.31194 2.94404
58 H 0.44657 3.62713 1.29043
59 H -2.08671 2.15775 0.59033
60 H -0.45514 1.79404 0.09949
61 C -1.05891 -3.51706 2.52222
62 C -1.20636 -4.23367 1.10916
63 C -0.13547 -4.10042 0.02556
64 O 0.20047 -5.42399 -0.29898
65 C -0.63463 -6.27970 0.42761
66 O -0.72444 -7.54518 0.38646
67 O -1.18632 -5.62927 1.35667
68 H -0.52850 -2.56483 2.52755
69 H -0.59839 -4.16524 3.26779
70 H -2.05945 -3.35885 2.92471
71 H -2.23126 -4.08005 0.77142
72 H 0.79631 -3.62537 0.33250
73 H -0.60421 -3.67620 -0.86237
74 C 3.29042 0.38058 2.03454
75 C 3.94259 0.08728 0.75239
76 C 3.27138 0.46503 -0.54248
77 O 4.22050 1.14923 -1.25143
78 C 5.38725 1.27334 -0.52989
79 O 6.43562 1.75498 -0.87208
80 O 5.14300 0.79328 0.66315
81 H 3.30784 1.40044 2.41882
82 H 3.53056 -0.34079 2.81560
83 H 2.20519 0.33277 1.94454
84 H 3.98931 -0.98879 0.58509
85 H 2.43214 1.11151 -0.28587
86 H 2.91713 -0.43751 -1.04052
87 C -1.28605 2.09837 -1.68102
88 S -2.14731 1.35281 -3.00806
89 O -3.25186 2.28832 -3.27887
90 C -2.82649 -0.21643 -2.13414
91 H -1.93936 2.27138 -0.82583
92 H -0.92172 3.09554 -1.92809
93 H -0.60433 1.33420 -1.30766
94 H -3.43913 0.04604 -1.27164
95 H -1.89313 -0.71090 -1.86503
96 H -3.48068 -0.83152 -2.75204
97 C 1.45888 2.52467 3.06516
98 S 1.86134 3.98075 1.99974
99 O 3.22860 4.60699 2.32183
100 C 2.24261 2.85448 0.55667
101 H 1.33921 2.82514 4.10607
102 H 2.35909 1.91029 3.04870
103 H 0.55209 1.99191 2.77881
104 H 3.20602 2.39799 0.78369
105 H 2.23443 3.59494 -0.24317
106 H 1.60655 2.00127 0.32094
107 C -2.70108 -2.19601 0.15105
108 S -4.34488 -1.60347 -0.41105
109 O -3.87009 -1.30119 -1.83983
110 C -4.89942 -3.29435 -0.12558
111 H -2.26150 -2.94206 -0.51098
112 H -2.65468 -2.32781 1.23205
113 H -2.20647 -1.23070 0.04317
114 H -5.91698 -3.54369 -0.42643
115 H -4.82375 -3.40239 0.95641
116 H -4.23810 -4.08389 -0.48248

Cartesian forces, eV/Å:
O -2.403 -7.296 -0.496
C -1.505 -0.026 2.473
C 1.255 -0.001 -0.027
O 1.267 6.656 -0.209
H -2.634 0.079 1.860
H -0.715 -1.046 2.564
H -0.779 -0.098 -1.034
H 2.784 -0.011 -0.893
C -1.443 -0.779 1.156
C 1.273 -2.561 -0.177
C 0.218 -1.691 0.742
O 0.000 -0.916 0.117
C -5.715 2.537 0.410
O 4.403 -1.807 -0.053
O -2.848 -0.993 2.103
H -0.307 -0.060 0.073
H -0.031 0.442 0.094
H 0.497 0.798 -0.849
H -0.288 -0.701 -1.134
H -1.496 7.826 1.930
H -2.200 -2.687 0.344
C 0.599 -1.105 -0.666
C 4.418 3.074 -1.731
C 0.181 -3.777 0.531
O 1.279 1.141 0.222
C 0.121 -2.305 -3.423
O -0.384 0.192 4.083
O -0.074 -0.190 -0.435
H 0.365 0.325 -0.437
H 0.298 0.803 -0.042
H 0.310 0.297 0.281
H 2.553 2.616 -4.689
H 0.429 -0.792 -0.862
H -0.882 -2.040 0.174
C 1.669 2.362 -1.562
C 0.038 -1.767 -1.982
C 3.675 2.734 -0.500
O 1.312 1.226 -4.324
C 1.979 2.622 1.286
O -3.431 -2.660 0.310
O 1.208 -0.607 -1.070
H -0.115 0.850 -2.261
H 0.111 0.161 0.035
H 0.340 0.002 -2.151
H -0.272 0.644 0.027
H -0.478 1.164 -0.484
H 13.583 2.824 -2.967
C 0.547 0.376 2.716
C -2.560 -1.407 -0.983
C 2.266 3.710 4.385
O -0.600 10.852 12.204
C -1.635 6.037 -0.901
O 1.089 -1.169 2.373
O -0.681 3.724 -0.498
H 0.815 1.251 -0.722
H 0.607 -0.267 0.322
H 0.352 1.643 1.520
H -2.381 -0.365 -0.395
H 1.339 3.859 -0.906
H 0.657 2.036 1.674
C -0.054 -1.050 -0.005
C 0.204 0.106 1.975
C -3.681 -1.951 3.423
O -2.500 -4.605 -0.461
C 2.403 -4.708 -1.343
O 0.784 4.279 -0.934
O -2.019 -0.075 2.520
H -0.052 -0.660 -0.284
H 0.214 -0.397 -0.211
H -0.242 0.056 -0.024
H 0.714 -0.158 0.054
H -3.111 -3.739 4.443
H 0.452 -0.124 -0.313
C -1.478 -0.477 1.366
C -0.630 -0.423 -0.808
C -0.548 1.271 0.908
O 2.684 1.156 -1.591
C -0.115 0.697 -1.356
O -1.311 -0.471 -0.086
O 1.905 -0.922 1.859
H 2.041 -0.829 -0.837
H 0.438 0.138 0.102
H -0.120 -0.630 -0.506
H 1.307 -0.462 0.959
H 1.166 -0.713 -0.975
H 2.434 2.555 -0.262
C -6.740 -11.021 -7.231
S 0.906 -1.621 -0.645
O -1.638 0.926 -0.423
C 6.100 7.470 -1.299
H -2.869 -2.951 -4.195
H -10.789 -7.057 -3.360
H -0.489 1.052 -1.774
H 2.238 3.889 -1.378
H -0.347 0.149 -0.893
H 2.143 2.992 -7.229
C 0.612 0.557 1.419
S 5.125 0.427 0.437
O -1.672 -1.212 0.449
C 2.874 3.993 1.841
H -0.144 0.419 0.048
H -1.444 0.727 0.539
H 0.997 0.016 -0.275
H 0.174 1.146 0.231
H 1.396 -0.684 1.453
H -0.228 1.444 1.211
C -1.529 0.928 0.113
S -1.492 -4.220 3.958
O -9.554 -12.406 2.774
C -1.004 -0.923 1.106
H -0.770 0.364 0.031
H -0.536 -0.448 -0.538
H 0.019 -8.263 -0.726
H -0.034 0.389 -0.111
H -0.345 -0.128 0.309
H 0.175 0.439 -0.605

Values from the calculation:
ΔE to the lowest compared entry with this formula, charge and spin ... 1227.17 kcal/mol
Kohn-Sham gap ... 5.406 eV
Charge ... -2
E_tot ... -4177.1791 Eh
HOMO ... -1.93 eV

Results of the Löwdin charge analysis, in e, for atoms 1 through 2: -0.30, -0.23